[1]
ORCA calculation (ωB97M-V/def2-TZVPD) on an isolated ion of composition C11H13N4O3S2 and charge +1.

Calculated values
- gap between HOMO and LUMO (eV) = 9.802
- net charge = +1
- HOMO energy (Ha) = -0.4541

Last column: natural (NBO) charge in e.
Geometry (Å):
N (1.655222, 2.182945, -0.522589)  -0.77
C (2.694484, 1.409329, -0.240091)  0.32
N (2.656215, 0.194892, 0.333069)  -0.35
C (3.905250, -0.355523, 0.538386)  -0.02
C (4.910773, 0.405400, 0.088724)  -0.41
S (4.317749, 1.884421, -0.597493)  0.48
H (5.961146, 0.202950, 0.116301)  0.27
H (3.974027, -1.328407, 0.991359)  0.29
C (1.405405, -0.410424, 0.746167)  -0.33
C (1.369909, -1.951891, 0.683029)  0.68
O (2.351083, -2.639621, 0.828247)  -0.58
N (0.149563, -2.512759, 0.473868)  -0.60
C (-1.050827, -1.901073, 0.088315)  0.15
C (-1.451800, -0.695335, 0.649045)  -0.27
C (-2.457645, 0.038875, 0.050776)  -0.22
C (-3.186850, -0.457368, -1.005035)  -0.22
C (-2.906563, -1.747860, -1.444817)  -0.17
C (-1.826468, -2.447564, -0.936856)  -0.21
H (-1.563560, -3.408605, -1.351936)  0.23
H (-3.498420, -2.184700, -2.233451)  0.24
H (-3.954649, 0.140431, -1.466872)  0.25
S (-2.351855, 1.749966, 0.546823)  2.30
O (-2.501765, 1.888070, 1.957378)  -0.90
O (-1.068571, 2.148048, -0.019619)  -1.01
N (-3.559293, 2.528154, -0.269829)  -1.07
H (-3.241340, 3.193966, -0.954071)  0.42
H (-4.267551, 2.907974, 0.337107)  0.43
H (0.678699, 2.039420, -0.240045)  0.46
H (-0.996934, -0.286637, 1.534739)  0.24
H (0.191319, -3.523101, 0.380717)  0.43
H (1.205209, -0.129261, 1.787690)  0.25
H (0.617838, -0.008074, 0.107514)  0.25
H (1.840197, 3.073360, -0.956554)  0.42

Force components x, y, z for each atom (eV/Å):
N -0.164 0.069 0.010
C 0.326 0.134 -0.127
N -0.238 0.369 -0.298
C 1.099 -0.170 0.029
C -0.432 0.017 0.057
S -0.344 -0.196 0.133
H 0.199 -0.093 0.024
H -0.015 0.023 0.019
C -0.339 -0.196 0.178
C 0.049 0.418 -0.174
O 0.231 -0.071 0.078
N -0.279 -0.639 0.118
C -0.449 0.619 -0.121
C -0.002 -0.479 0.129
C 0.044 0.444 0.053
C -0.183 0.065 0.023
C 0.072 0.010 0.077
C 0.035 0.090 0.067
H 0.048 -0.110 -0.069
H -0.042 -0.028 -0.081
H -0.100 0.053 -0.084
S 0.150 0.108 -0.589
O -0.383 -0.121 0.011
O -0.673 0.237 -0.137
N 0.592 -0.533 0.390
H 0.244 0.057 -0.178
H -0.144 -0.016 0.259
H 0.272 -0.166 0.029
H 0.246 -0.058 0.105
H 0.113 0.152 0.090
H -0.101 0.046 -0.169
H 0.162 0.000 0.152
H 0.008 -0.035 0.000



[2]
ORCA calculation (ωB97M-V/def2-TZVPD) on a 11-piece molecular cluster, C5H30N2O11 overall.

Calculated values
- energy relative to the best compared isomer or geometry (same formula, charge and spin) (kcal/mol) = 138.42
- gap between HOMO and LUMO (eV) = 9.430
- SMILES string = C=NCC[C@@H](N)C=O.O.O.O.O.O.O.O.O.O.O
- net charge = 0
- HOMO energy (Ha) = -0.3403

Last column: natural (NBO) charge in e.
Geometry (Å):
O (2.767692, 1.721043, -0.401668)  -0.61
C (2.629759, 0.557697, -0.086747)  0.48
C (1.334859, -0.048657, 0.319215)  -0.20
C (0.152326, 0.823176, -0.198809)  -0.43
C (-1.161559, 0.203221, 0.356237)  -0.25
C (-1.440641, 0.274261, 2.712709)  -0.06
N (-0.963403, -0.281986, 1.680343)  -0.42
N (1.287246, -1.469300, -0.100048)  -0.84
H (3.490339, -0.100185, -0.140553)  0.14
H (1.175752, 0.039224, 1.415100)  0.27
H (0.052519, 1.063134, -1.261386)  0.21
H (0.342021, 1.795998, 0.050801)  0.20
H (-1.290219, -0.696022, -0.206302)  0.23
H (-2.089968, 0.814374, 0.192734)  0.19
H (-2.090472, 1.140739, 2.618757)  0.14
H (-1.365119, -0.041342, 3.720921)  0.18
H (0.938262, -1.354254, -0.997947)  0.39
H (0.845283, -1.934036, 0.646200)  0.37
H (-2.781142, 1.249577, -2.023517)  0.49
H (-1.915100, -0.097569, -2.459788)  0.49
O (-2.802940, 0.330299, -2.377412)  -1.00
H (1.957010, -1.750549, 3.852776)  0.48
H (0.864982, -0.692088, 3.776560)  0.48
O (1.405452, -1.251428, 3.268646)  -0.95
H (-0.470400, -2.501278, 3.333169)  0.48
H (-1.892906, -2.812216, 3.683912)  0.47
O (-1.064952, -2.667155, 4.163980)  -0.95
H (-2.678239, -3.930255, -0.443296)  0.46
H (-3.283059, -2.795132, 0.080774)  0.46
O (-2.532451, -3.287223, 0.226231)  -0.93
H (-0.968903, 3.250443, -1.934319)  0.46
H (-2.004145, 3.283275, -2.988396)  0.48
O (-1.636974, 2.782077, -2.105758)  -0.93
H (1.127100, 0.619875, -4.962059)  0.49
H (0.758509, 1.878120, -3.964467)  0.51
O (0.949464, 0.869537, -4.110742)  -0.96
H (1.678751, 2.845252, -1.374720)  0.49
H (2.557392, 3.933630, -1.567203)  0.48
O (1.578973, 3.710027, -1.765412)  -0.98
H (2.118945, 3.894711, 1.098729)  0.48
H (1.383319, 2.732864, 1.806979)  0.46
O (1.762070, 3.525694, 1.876162)  -0.94
H (-0.354554, -4.508084, 1.434788)  0.47
H (0.643821, -3.364886, 1.533671)  0.45
O (0.515322, -4.248358, 1.055700)  -0.92
H (0.263315, -2.028040, -3.255943)  0.51
H (0.251373, -0.297606, -3.140541)  0.52
O (-0.044720, -1.180609, -3.038045)  -1.05

Force components x, y, z for each atom (eV/Å):
O 0.102 0.001 -0.026
C 0.083 0.465 -0.022
C -0.772 0.185 -0.328
C -0.782 -2.053 -0.308
C -0.257 0.963 -0.763
C -0.941 0.923 -1.982
N 0.358 -0.376 2.190
N 2.512 2.995 1.790
H 0.366 -0.512 0.156
H 0.844 -0.321 -0.550
H 0.128 -1.305 -0.455
H 0.174 2.662 1.928
H -0.355 -0.583 -0.670
H 0.913 -0.133 0.354
H -0.191 0.457 -0.168
H 0.652 -0.966 0.768
H -1.596 -1.443 -1.779
H -1.221 -0.866 -0.306
H 0.861 -1.347 -0.475
H -0.892 0.992 0.230
O -0.104 -0.181 0.061
H 0.448 -0.335 0.705
H -1.063 1.015 1.212
O 0.726 -0.924 -1.858
H -1.107 -0.180 2.403
H -0.200 -0.070 0.446
O 1.263 0.347 -2.858
H 0.484 -1.337 -0.900
H -2.700 2.461 -0.016
O 2.254 -1.075 0.972
H 8.755 5.962 2.671
H 1.139 -2.090 3.294
O -9.649 -3.377 -5.935
H 0.542 -0.318 -3.469
H 0.776 -2.945 -1.056
O -1.072 4.062 4.507
H -0.536 -1.099 0.392
H -2.253 0.221 -0.855
O 2.598 1.000 0.274
H 0.277 -0.123 -1.561
H -2.020 -4.672 -1.212
O 1.690 4.814 2.847
H 0.708 0.030 -0.539
H 0.026 -1.999 -0.971
O -0.751 1.675 1.707
H 1.460 -0.633 -0.806
H 1.825 0.679 -1.339
O -3.502 -0.651 2.301



[3]
ORCA calculation (ωB97M-V/def2-TZVPD) on C13H24F5HgN3NbO as an isolated structure.

Calculated values
- multiplicity = 2
- energy relative to the best compared isomer or geometry (same formula, charge and spin) (kcal/mol) = 11.25
- gap between HOMO and LUMO (spin up / spin down) (eV) = 6.922 / 5.083
- net charge = +2
- HOMO energy (spin up / spin down) (Ha) = -0.6109 / -0.6074

Last column: natural (NBO) charge in e.
Geometry (Å):
N (-0.504528, -2.013451, -0.708378)  -0.85
C (-1.228974, -2.890109, -1.132533)  0.88
O (-1.722540, -3.106257, -2.221861)  -0.50
Hg (-1.199019, -0.581853, -2.800835)  0.93
Nb (0.054646, -0.278945, 0.417850)  1.91
N (-1.556222, 0.885725, 0.246343)  -0.61
N (1.601565, 0.538836, -0.444510)  -0.60
C (-2.950198, 0.530580, 0.666657)  0.11
C (2.816932, 0.217608, -1.235360)  0.11
C (-3.791950, 0.320060, -0.591640)  -0.62
C (-3.527010, 1.676213, 1.514001)  -0.63
C (-2.871185, -0.734246, 1.476858)  -0.65
C (3.254592, 1.448542, -2.036371)  -0.63
C (3.925900, -0.218209, -0.264729)  -0.62
C (2.460579, -0.909446, -2.174258)  -0.62
H (-3.762522, 1.152238, -1.281933)  0.22
H (-4.851382, 0.147597, -0.309439)  0.27
H (-3.477187, -0.594630, -1.121991)  0.19
H (-2.882950, 1.895735, 2.360907)  0.23
H (-4.503884, 1.346807, 1.913453)  0.26
H (-3.700434, 2.586638, 0.949546)  0.23
H (-2.403571, -1.564675, 0.919404)  0.21
H (-3.888423, -1.066701, 1.736893)  0.28
H (-2.325512, -0.587604, 2.417107)  0.25
H (2.444639, 1.815928, -2.660150)  0.21
H (4.084486, 1.152783, -2.705141)  0.26
H (3.618825, 2.253876, -1.409927)  0.23
H (4.153854, 0.538986, 0.473915)  0.22
H (4.849582, -0.428905, -0.832950)  0.26
H (3.641413, -1.141852, 0.257773)  0.23
H (2.058796, -1.784124, -1.639677)  0.22
H (3.372490, -1.241827, -2.714953)  0.27
H (1.740019, -0.591008, -2.923264)  0.19
C (1.651874, 1.841751, 0.352724)  -0.44
H (0.783786, 1.885178, 1.000423)  0.20
H (2.546660, 1.893894, 0.956018)  0.26
H (1.608216, 2.704255, -0.328140)  0.26
C (-1.371254, 2.279308, -0.295509)  -0.44
H (-1.397399, 3.017758, 0.524043)  0.24
H (-0.400990, 2.344374, -0.776123)  0.21
H (-2.131419, 2.518194, -1.014737)  0.24
F (-0.226176, -1.311743, 3.263000)  -0.32
C (0.662237, -1.520589, 2.146654)  0.21
F (1.933022, -1.000457, 2.585155)  -0.31
C (0.812964, -3.008536, 1.933716)  0.92
F (1.284255, -3.621020, 2.980413)  -0.26
F (-0.368199, -3.563613, 1.628045)  -0.31
F (1.681595, -3.233063, 0.903513)  -0.31

Force components x, y, z for each atom (eV/Å):
N 1.535 1.980 4.383
C -0.084 2.443 -6.160
O -0.699 -2.354 2.875
Hg 0.010 0.209 -0.102
Nb -0.762 -0.517 -3.070
N 1.527 0.070 -0.226
N -1.388 0.449 1.992
C 0.183 0.674 -0.081
C 0.438 0.073 -0.045
C -0.550 -0.651 0.111
C -0.538 -0.468 0.174
C -0.152 -0.635 0.408
C 0.300 -0.415 -0.309
C 0.146 -0.662 -0.293
C 0.605 -0.878 -0.141
H -0.038 0.298 -0.071
H 0.589 0.167 -0.152
H 0.029 0.073 0.083
H 0.088 0.024 0.118
H 0.441 0.169 -0.171
H 0.000 0.053 -0.127
H -0.198 0.201 0.141
H 0.397 0.015 -0.040
H -0.137 0.019 -0.102
H -0.135 0.097 -0.128
H -0.399 0.135 0.342
H 0.084 0.121 0.146
H 0.075 0.202 0.111
H -0.424 0.159 0.221
H 0.059 0.214 -0.098
H 0.164 0.185 -0.093
H -0.613 0.172 0.301
H -0.204 0.164 -0.247
C 0.392 -0.903 -1.436
H -0.486 0.280 0.699
H 0.168 -0.168 0.205
H -0.156 -0.279 0.297
C 0.296 -0.514 0.864
H -0.103 -0.322 -0.285
H -0.141 0.083 -0.193
H -0.430 0.070 -0.290
F 1.426 -0.381 -2.051
C 0.495 1.699 2.857
F -2.023 -0.795 -0.905
C 0.618 -1.209 -0.333
F 0.239 -0.072 0.641
F -0.017 0.256 -0.121
F -0.624 0.467 0.304



[4]
ORCA calculation (ωB97M-V/def2-TZVPD) on a 2-piece molecular cluster, C24H21BCl2F3N2O4 overall.

Calculated values
- energy relative to the best compared isomer or geometry (same formula, charge and spin) (kcal/mol) = 71.16
- gap between HOMO and LUMO (eV) = 2.763
- net charge = -1
- HOMO energy (Ha) = -0.1223

Last column: natural (NBO) charge in e.
Geometry (Å):
N (-2.026736, -1.558798, 2.547146)  -0.36
C (-1.026384, -0.994565, 2.335825)  0.39
C (0.194974, -0.228426, 2.172202)  -0.52
C (0.102529, 1.059690, 2.850901)  -0.29
C (-1.132903, 1.597091, 3.230246)  0.29
N (-2.162893, 2.037054, 3.580594)  -0.38
C (1.317769, 1.889150, 2.876060)  0.48
O (1.314323, 3.084222, 2.606994)  -0.56
C (2.581871, 1.133558, 3.125027)  -0.06
Cl (3.999083, 2.044689, 3.284993)  0.07
C (2.551674, -0.233358, 3.143338)  -0.17
Cl (3.930092, -1.151227, 3.527475)  0.05
C (1.299092, -1.005569, 2.922561)  0.62
O (1.083122, -2.114388, 3.367051)  -0.51
C (1.386668, -2.202277, -1.887629)  -0.62
C (1.916061, -1.607289, -0.589624)  0.24
C (2.787659, -2.599647, 0.165451)  -0.63
C (2.568905, -0.145105, -0.735525)  0.27
C (4.065257, -0.087915, -0.553895)  -0.63
C (2.162163, 0.472788, -2.065565)  -0.64
O (2.001200, 0.648161, 0.325514)  -0.76
B (0.814792, -0.005578, 0.634769)  0.98
C (-0.533989, 0.820960, 0.069148)  -0.28
C (-0.522682, 2.199963, -0.097830)  -0.20
C (-1.739167, 2.906033, -0.150323)  -0.16
C (-2.943130, 2.205975, -0.079156)  -0.15
C (-4.299255, 2.874726, -0.116393)  0.99
F (-5.044633, 2.374537, -1.162563)  -0.35
F (-5.010970, 2.625223, 1.032151)  -0.33
F (-4.239319, 4.223919, -0.272408)  -0.33
C (-2.950356, 0.818168, -0.044811)  -0.17
C (-1.734197, 0.125003, -0.084232)  -0.19
C (-2.669770, -1.027554, -2.202732)  -0.01
C (-3.220885, -2.301975, -2.496320)  -0.47
C (-3.892483, -0.944938, -2.926394)  -0.47
O (0.758019, -1.368795, 0.185667)  -0.76
H (2.177844, -2.359816, -2.633767)  0.19
H (0.906085, -3.165423, -1.677913)  0.21
H (0.611019, -1.557253, -2.310699)  0.21
H (3.676047, -2.855152, -0.430437)  0.20
H (3.087579, -2.186368, 1.137387)  0.22
H (2.205780, -3.508599, 0.370537)  0.22
H (4.568404, -0.720705, -1.297971)  0.20
H (4.390229, 0.950485, -0.680091)  0.22
H (4.339054, -0.398734, 0.460147)  0.22
H (2.659457, -0.083400, -2.865812)  0.20
H (1.071270, 0.424132, -2.198059)  0.22
H (2.474665, 1.519634, -2.121883)  0.21
H (0.414628, 2.760207, -0.110627)  0.23
H (-1.747466, 3.994772, -0.213373)  0.22
H (-3.896854, 0.276816, -0.011392)  0.22
H (-1.767755, -0.961920, -0.181756)  0.25
H (-1.696995, -0.598370, -2.464802)  0.22
H (-2.766717, -2.930957, -3.272576)  0.22
H (-3.688942, -2.827178, -1.666220)  0.24
H (-4.789438, -0.682487, -2.368371)  0.24
H (-3.913397, -0.653170, -3.980056)  0.22

Force components x, y, z for each atom (eV/Å):
N 1.987 1.005 -0.492
C -2.012 -1.267 0.160
C 1.020 -0.170 2.764
C 0.575 1.453 0.701
C -1.081 0.991 0.175
N 1.266 -0.636 -0.471
C -1.485 0.080 -0.841
O 0.426 -0.070 0.814
C -0.527 -1.836 -0.306
Cl 0.281 0.075 0.130
C 0.207 1.517 0.261
Cl 0.512 -0.318 0.082
C -1.327 -0.456 0.402
O 1.007 0.714 -0.463
C 0.264 -0.271 -0.414
C -0.308 0.336 0.121
C 0.195 -0.038 -0.072
C -0.188 -0.159 -0.006
C 0.296 -0.074 -0.057
C -0.062 0.057 -0.150
O 1.117 -0.671 -0.009
B -4.001 -0.021 -1.717
C 1.097 -0.789 -1.110
C -0.797 0.445 0.720
C 0.011 -0.071 -0.059
C -0.340 0.444 -0.062
C 0.204 -0.138 0.465
F 0.186 0.510 0.743
F 0.349 0.323 -1.179
F -0.170 -0.845 0.053
C 0.030 -0.423 -0.574
C -0.827 0.412 0.186
C 2.675 1.860 -0.566
C -0.714 -0.560 -0.081
C -0.977 -0.460 0.101
O 0.920 -0.395 -0.473
H -0.162 -0.019 0.065
H 0.197 0.118 0.085
H 0.210 -0.099 0.017
H -0.095 -0.047 0.287
H 0.061 -0.142 -0.337
H 0.125 0.220 -0.126
H 0.036 0.138 0.199
H 0.022 -0.152 -0.030
H 0.023 -0.043 -0.238
H -0.172 0.144 -0.124
H 0.404 0.135 -0.007
H -0.008 -0.106 0.120
H -0.200 -0.249 0.158
H -0.013 -0.283 -0.076
H 0.236 0.095 0.008
H 0.182 0.120 0.763
H -0.520 -0.319 0.094
H 0.021 0.161 0.473
H -0.253 -0.116 -0.278
H -0.047 -0.157 -0.158
H 0.146 0.047 0.323



Per-record calculated total energy, eV: -45385.523, -31170.183, -39681.282, -70269.693